Entry from the OMol25 dataset: 2 unconnected molecules or ions with the total composition C3H12N3S (ωB97M-V with the def2-TZVPD basis set).

Element x y z (Å)
N 0.652 0.726 0.211
H -3.152 0.323 -0.893
H 0.981 -2.530 0.882
C 0.375 -1.713 0.408
N -2.717 -0.546 -0.686
C 1.211 -0.506 0.203
H 1.427 2.116 -1.101
H 0.885 2.752 0.435
H -1.270 0.301 0.409
N -0.646 1.135 0.380
H -0.782 1.719 1.263
H -0.533 -1.328 0.978
H -3.549 -1.056 -0.166
H 0.211 -2.104 -0.701
C 1.439 1.955 -0.039
H -2.611 -0.936 -1.547
H 2.816 -1.755 -0.265
H 2.444 1.859 0.565
S 2.820 -0.414 -0.338

Summary:
- Gap between HOMO and LUMO: 9.59 eV
- Charge: +1
- Energy: -18602.8119 eV